1.
DFT (wB97M-V/def2-TZVPD) results for C42H43BClN6O5SV as an isolated structure at a distorted geometry.

DFT total energy = -4158.253739 Ha
⟨S²⟩ = 0.7583
Frontier orbital gap (spin up / spin down) = 7.16 / 7.79 eV
Total charge = +1
Multiplicity = 2
HOMO energy (spin up / spin down) = -10.715 / -10.767 eV

The geometry in XYZ format:
```
100
Properties=species:S:1:pos:R:3:forces:R:3
V 0.01901 0.05285 -0.18510 -0.613 0.963 -0.528
C -0.44480 0.92146 3.59273 -0.033 -0.010 0.024
C -1.56880 0.99817 2.60705 0.144 -0.081 -0.010
C -2.88002 1.28870 2.97893 -0.076 0.045 0.038
C -3.63120 1.17969 1.82818 -0.115 0.021 -0.025
C -5.10155 1.35864 1.63347 0.034 0.006 0.050
N -2.79686 0.85843 0.83156 0.255 -0.182 -0.130
N -1.51204 0.74286 1.29136 -0.177 0.234 -0.224
B -3.13692 0.43592 -0.60833 -0.040 0.017 0.035
N -2.37301 1.36337 -1.56717 0.138 -0.301 0.061
N -1.01956 1.25613 -1.60949 -0.197 0.187 0.032
C -0.58499 2.09234 -2.56516 0.124 -0.103 0.083
C 0.84317 2.22200 -2.99093 -0.055 0.080 -0.053
C -1.68048 2.75620 -3.11591 -0.053 0.001 -0.072
C -2.79808 2.25839 -2.46461 -0.111 0.065 -0.019
C -4.24177 2.59531 -2.64709 0.055 0.012 -0.027
N -2.63777 -1.02399 -0.81720 0.259 0.104 -0.006
N -1.31336 -1.34503 -0.69221 -0.481 -0.160 -0.035
C -1.19158 -2.66394 -0.88350 0.134 0.090 0.097
C 0.09803 -3.39563 -0.73064 0.017 -0.052 0.015
C -2.44430 -3.19710 -1.15176 -0.083 -0.123 -0.001
C -3.33170 -2.13541 -1.09276 -0.131 0.114 -0.041
C -4.81043 -2.13745 -1.28955 0.010 -0.042 0.000
H -0.78727 0.34792 4.45576 0.007 0.011 0.022
H -0.17972 1.91787 3.95516 -0.022 -0.025 -0.013
H 0.45220 0.45464 3.20760 -0.037 -0.014 -0.032
H -3.23236 1.52511 3.96987 0.007 0.005 -0.038
H -5.55315 1.67905 2.57006 0.000 -0.002 -0.006
H -5.58132 0.42999 1.32327 0.024 -0.005 0.008
H -5.31628 2.11091 0.87430 0.017 -0.002 0.008
H -4.31415 0.49413 -0.80544 0.102 0.010 0.028
H 1.53333 2.13048 -2.15826 -0.007 -0.019 0.016
H 0.98499 3.19080 -3.46989 0.003 -0.013 -0.010
H 1.09293 1.45274 -3.72513 -0.029 0.002 0.009
H -1.66146 3.48465 -3.91026 -0.007 -0.020 0.037
H -4.34313 3.35861 -3.41557 -0.003 -0.005 0.003
H -4.67856 2.97851 -1.72428 0.014 -0.002 -0.001
H -4.82223 1.72386 -2.95088 0.028 -0.005 0.000
H 0.94847 -2.72641 -0.63577 -0.012 0.029 -0.008
H 0.26967 -4.04987 -1.58530 0.000 -0.005 0.017
H 0.05786 -4.01834 0.16486 -0.007 -0.001 0.008
H -2.68395 -4.23031 -1.34060 0.003 0.027 -0.002
H -5.14344 -3.15111 -1.50144 -0.014 0.010 0.001
H -5.10405 -1.49666 -2.12116 0.019 -0.005 0.006
H -5.32860 -1.78399 -0.39761 0.021 -0.010 -0.005
C -1.35042 -2.78882 4.48812 0.080 0.007 -0.006
C -0.77534 -2.34637 3.16143 0.144 -0.005 -0.140
O -1.50356 -2.03868 2.24792 -0.044 -0.046 -0.139
C 0.72340 -2.29930 3.01227 -0.289 -0.236 0.433
C 1.51355 -3.01728 3.90831 0.160 -0.054 0.090
C 2.90024 -2.98516 3.86313 -0.141 0.027 -0.022
C 3.52613 -2.18774 2.91835 -0.003 0.070 -0.100
C 2.76612 -1.45469 2.01609 0.499 -0.158 0.023
C 1.39080 -1.54054 2.05566 -0.498 0.831 -0.853
O 0.72635 -0.76517 1.12444 0.591 -0.946 1.309
H -2.41498 -2.57459 4.48270 -0.019 0.015 -0.003
H -0.86617 -2.28706 5.32668 -0.007 0.002 -0.007
H -1.21304 -3.86371 4.62588 0.002 0.012 -0.026
H 1.02740 -3.61629 4.66593 0.026 -0.011 -0.003
H 3.47989 -3.56461 4.56870 -0.009 0.008 -0.012
H 4.60605 -2.12946 2.87449 -0.010 -0.005 0.011
H 3.22827 -0.82359 1.26632 -0.020 0.010 -0.002
Cl 3.70048 -3.29390 -5.88718 -0.032 0.034 0.053
C 2.93210 -2.41909 -4.60230 0.081 0.015 0.005
C 1.54724 -2.39676 -4.50742 -0.094 0.043 0.069
C 0.94545 -1.69705 -3.47569 -0.076 -0.202 -0.276
C 1.71143 -1.02413 -2.53001 -1.101 0.348 0.391
O 1.07114 -0.35675 -1.55981 1.049 -0.124 -0.161
C 3.09581 -1.02310 -2.63592 0.754 0.083 0.002
C 4.02151 -0.27778 -1.74768 -0.201 0.014 -0.098
O 3.71917 0.37110 -0.77620 -0.031 -0.071 0.118
C 3.69293 -1.72960 -3.68114 0.074 -0.054 -0.079
H 0.94848 -2.92097 -5.24053 0.007 0.008 0.014
H -0.13320 -1.65949 -3.38356 0.018 -0.003 -0.013
H 5.08022 -0.33746 -2.06810 -0.007 -0.054 0.002
H 4.77329 -1.72567 -3.76830 -0.022 -0.017 -0.016
O 1.07061 1.90189 0.00507 -0.043 -0.342 0.747
S 1.40302 2.35912 1.43660 0.001 -0.215 -0.386
C 3.11222 2.79414 1.42013 0.042 0.097 -0.167
C 3.86574 2.44899 2.52905 0.073 0.025 -0.012
C 5.21332 2.79166 2.55064 -0.006 -0.029 0.000
C 5.77690 3.44348 1.46537 -0.051 -0.004 -0.029
C 5.00533 3.76149 0.34897 0.028 -0.001 0.017
C 3.66190 3.43921 0.31921 0.051 0.021 0.086
C 0.64172 3.95787 1.57847 -0.049 0.023 -0.187
C 0.73016 4.62952 2.78976 0.034 0.037 -0.007
C 0.12141 5.86767 2.90884 -0.029 0.018 -0.014
C -0.57322 6.40902 1.83173 0.020 -0.043 0.016
C -0.66423 5.71332 0.63502 -0.001 -0.013 0.002
C -0.05677 4.47084 0.49795 -0.070 0.051 0.088
H 3.41460 1.91701 3.35918 -0.002 0.012 -0.024
H 5.82057 2.53740 3.40890 -0.002 0.004 -0.002
H 6.82738 3.70274 1.48175 -0.009 -0.001 -0.002
H 5.45767 4.26285 -0.49634 0.003 -0.005 0.008
H 3.04776 3.67007 -0.54244 -0.004 -0.007 0.023
H 1.28028 4.20586 3.62326 -0.013 -0.004 -0.028
H 0.18470 6.40910 3.84330 0.000 0.002 -0.012
H -1.05004 7.37511 1.93144 0.007 -0.007 0.000
H -1.21371 6.13341 -0.19735 0.007 -0.002 0.008
H -0.13701 3.90048 -0.41855 0.018 -0.001 0.001
```
Positions in Å, forces in eV/Å.

---

2.
DFT (wB97M-V/def2-TZVPD) results for C42H43ClN8OPbSi2 as an isolated structure at a distorted geometry.

DFT total energy = -3371.681231 Ha
Frontier orbital gap = 5.81 eV
HOMO energy = -6.156 eV

The geometry in XYZ format:
```
98
Properties=species:S:1:pos:R:3:forces:R:3
Pb 0.34803 0.32584 0.47343 -0.121 0.095 0.067
Cl 3.34391 5.77825 -4.15712 0.059 0.033 -0.074
C 3.04922 4.54282 -2.96596 -0.033 -0.057 -0.046
C 3.63241 4.66026 -1.68969 -0.016 -0.066 0.022
C 3.36994 3.72448 -0.73588 -0.050 -0.017 0.035
C 2.47546 2.61641 -0.94869 0.066 -0.004 -0.138
O 2.24169 1.82828 0.01178 -0.193 0.064 -0.189
C 1.94372 2.48782 -2.28749 0.196 0.174 0.281
C 1.12524 1.41848 -2.75791 -0.239 -0.213 -0.079
N 0.50470 0.50033 -2.09069 0.107 0.175 -0.004
C -0.24056 -0.45841 -2.79248 -0.210 -0.108 -0.464
C -0.83628 -0.22087 -4.01738 0.098 0.083 0.290
C -1.54806 -1.21641 -4.70341 -0.081 -0.187 -0.064
C -1.67830 -2.47183 -4.18076 -0.009 0.058 -0.092
C -1.13240 -2.75481 -2.91140 0.098 0.161 0.152
C -1.26157 -4.02088 -2.29834 0.073 -0.015 0.075
C -0.75503 -4.22706 -1.04776 -0.126 -0.111 -0.102
C -0.14232 -3.14775 -0.38712 -0.024 0.153 -0.029
N 0.00968 -1.96617 -0.93201 0.200 -0.265 -0.135
C -0.44348 -1.74427 -2.19030 -0.138 -0.123 -0.242
C 2.26608 3.46924 -3.26008 -0.016 0.001 0.017
H 4.29759 5.48915 -1.48351 -0.029 0.022 0.006
H 3.81236 3.78876 0.25034 0.001 0.035 -0.007
H 1.05329 1.39160 -3.85169 -0.003 -0.011 0.003
H -0.80213 0.77196 -4.44514 0.035 0.008 0.004
H -2.00375 -0.97337 -5.65488 0.011 -0.006 0.000
H -2.21517 -3.25019 -4.70889 -0.013 0.020 -0.007
H -1.77140 -4.81128 -2.83645 -0.002 -0.014 0.022
H -0.84268 -5.18438 -0.55261 0.009 0.009 0.004
H 0.22586 -3.25955 0.62796 0.029 -0.021 0.000
H 1.84960 3.36961 -4.25612 0.007 0.021 -0.005
N 3.18472 -2.36947 -2.80720 0.074 0.062 0.067
C 3.16304 -1.21841 -2.07873 -0.054 -0.197 -0.153
N 3.09676 -1.16415 -0.80485 0.076 0.132 0.106
C 3.03567 -2.34886 -0.08142 -0.194 0.460 -0.115
N 2.73169 -2.34079 1.15985 0.402 -1.376 0.374
N 2.28798 -1.21486 1.71354 -0.281 1.193 0.444
C 2.87154 -0.68222 2.70959 0.309 -0.565 -0.460
C 2.43005 0.58762 3.29253 -0.140 0.566 0.246
C 3.12676 1.08830 4.39364 -0.038 -0.244 -0.161
C 2.80981 2.34013 4.88637 -0.105 0.138 -0.054
C 1.82929 3.07794 4.24238 0.120 -0.043 0.163
C 1.17708 2.50401 3.16388 -0.161 -0.018 -0.049
N 1.44040 1.28488 2.71261 0.344 -0.145 0.333
C 3.30603 -3.61511 -0.76749 0.178 -0.011 -0.206
C 3.52824 -4.81763 -0.10147 0.001 -0.041 -0.015
C 3.76902 -5.97777 -0.81216 -0.026 -0.010 0.125
C 3.77640 -5.95157 -2.20357 -0.006 0.071 -0.092
C 3.57113 -4.76581 -2.88245 -0.050 -0.041 -0.075
C 3.34998 -3.59325 -2.16626 -0.043 -0.067 0.278
H 3.24108 -2.33745 -3.81038 0.009 0.102 -0.024
H 3.19947 -0.29088 -2.64354 -0.015 -0.075 -0.038
H 3.80047 -1.10245 3.10061 -0.035 -0.055 0.050
H 3.90741 0.48770 4.84222 0.014 0.032 0.014
H 3.32463 2.74218 5.74898 0.028 -0.011 -0.010
H 1.56340 4.07120 4.57595 -0.014 0.001 -0.029
H 0.40057 3.04949 2.63843 -0.037 -0.026 -0.002
H 3.51303 -4.81373 0.98013 -0.007 0.001 -0.002
H 3.95685 -6.90482 -0.28729 -0.030 -0.001 -0.006
H 3.95442 -6.86166 -2.76100 0.006 0.006 -0.008
H 3.58267 -4.73829 -3.96586 0.024 -0.013 0.005
C -2.21556 -1.72062 3.04951 -0.056 0.146 0.061
Si -2.66629 0.12101 2.99626 0.035 -0.172 -0.081
C -4.46327 0.22098 3.63150 0.120 -0.041 -0.165
C -1.68912 0.98055 4.37933 0.007 -0.029 -0.255
C -2.25329 0.75046 1.28957 -0.544 0.217 0.253
C -1.98022 2.19030 1.13142 0.011 -0.219 -0.082
C -2.77019 3.23424 1.65470 0.177 0.095 0.035
C -2.51632 4.53965 1.29133 -0.045 -0.054 0.054
C -1.45486 4.82710 0.43307 -0.004 0.012 -0.026
C -0.68082 3.77359 -0.00546 -0.001 0.032 0.137
N -0.92060 2.50594 0.34340 -0.223 0.215 -0.033
Si -3.48392 0.29930 -0.04105 -0.007 0.061 0.185
C -5.25441 0.88013 0.36035 0.161 -0.159 -0.002
C -3.06341 1.18011 -1.66701 0.122 -0.086 0.078
C -3.58945 -1.57478 -0.29533 0.003 0.174 -0.011
H -2.32787 -2.12186 4.06051 -0.002 -0.010 -0.001
H -1.17787 -1.87586 2.73923 0.014 0.020 0.005
H -2.85354 -2.30803 2.38507 0.016 0.017 -0.006
H -4.49388 -0.07139 4.68464 0.049 -0.020 0.002
H -5.13584 -0.44613 3.08764 0.022 0.014 0.027
H -4.87262 1.23213 3.56115 -0.004 -0.005 -0.020
H -2.15551 0.79479 5.34928 -0.049 -0.022 -0.034
H -1.64561 2.06183 4.23174 0.008 0.047 0.023
H -0.66667 0.60769 4.43113 0.118 0.011 -0.029
H -3.59910 2.98403 2.30394 -0.030 0.016 -0.016
H -3.15978 5.33547 1.64798 0.039 0.009 0.039
H -1.24237 5.83900 0.11767 0.019 -0.015 -0.018
H 0.17005 3.93254 -0.65801 0.022 0.038 0.001
H -5.27805 1.95289 0.56849 0.030 0.019 -0.030
H -5.64983 0.36818 1.23963 -0.013 0.034 -0.095
H -5.93873 0.68887 -0.47129 0.040 0.004 -0.046
H -3.53832 2.16408 -1.70885 -0.030 -0.011 0.062
H -3.39367 0.61010 -2.53857 -0.066 -0.025 0.021
H -1.99009 1.34537 -1.76082 0.036 0.001 -0.040
H -4.24308 -2.02026 0.45881 0.013 -0.025 0.001
H -2.60902 -2.04491 -0.20947 -0.002 -0.018 -0.002
H -4.00217 -1.81678 -1.27826 -0.026 0.012 -0.001
```
Positions in Å, forces in eV/Å.